Entry from the OMol25 dataset: a molecular structure, C58H49Cl5GeN6PPd in a non-equilibrium geometry (ωB97M-V with the def2-TZVPD basis set).

## Properties
**2S+1**: 1
**DFT total energy**: -7414.9489 hartree
**Total charge**: +1
**Frontier orbital gap (alpha / beta)**: 5.590 / 5.600 eV
**Relative energy (zero: lowest compared OMol25 entry of this formula, charge and spin)**: 0.2124 eV

Atoms and positions in Å:
Pd (-0.273, 0.259, -1.917)
C (2.685, -2.260, 3.280)
N (1.524, -1.453, 2.967)
C (0.700, -1.637, 1.899)
N (-0.326, -0.808, 1.935)
C (-0.177, -0.079, 3.088)
C (0.977, -0.459, 3.737)
C (1.551, 0.043, 4.989)
C (0.710, 0.313, 6.070)
C (1.234, 0.780, 7.264)
C (2.599, 0.993, 7.391)
C (3.439, 0.750, 6.315)
C (2.920, 0.285, 5.118)
C (-1.179, 0.912, 3.524)
C (-2.415, 0.471, 3.991)
C (-3.390, 1.382, 4.365)
C (-3.144, 2.743, 4.252)
C (-1.911, 3.188, 3.798)
C (-0.927, 2.277, 3.444)
P (1.064, -2.757, 0.478)
C (-0.566, -2.598, -0.341)
N (-0.978, -1.879, -1.373)
C (-2.344, -2.066, -1.466)
C (-2.754, -2.884, -0.435)
N (-1.609, -3.247, 0.233)
C (-1.546, -4.091, 1.409)
C (-4.089, -3.195, 0.107)
C (-4.890, -2.154, 0.578)
C (-6.118, -2.429, 1.157)
C (-6.557, -3.739, 1.288)
C (-5.761, -4.777, 0.826)
C (-4.536, -4.508, 0.236)
C (-3.177, -1.444, -2.509)
C (-4.489, -1.866, -2.737)
C (-5.303, -1.178, -3.622)
C (-4.822, -0.070, -4.304)
C (-3.498, 0.312, -4.142)
C (-2.681, -0.385, -3.270)
C (2.034, -1.452, -0.367)
N (1.570, -0.256, -0.696)
C (2.613, 0.625, -0.585)
C (3.740, -0.057, -0.165)
N (3.362, -1.373, -0.062)
C (4.256, -2.485, 0.200)
C (4.959, 0.487, 0.457)
C (4.774, 1.452, 1.452)
C (5.857, 1.947, 2.156)
C (7.139, 1.498, 1.866)
C (7.330, 0.554, 0.870)
C (6.247, 0.048, 0.165)
C (2.490, 2.062, -0.850)
C (3.525, 2.756, -1.476)
C (3.434, 4.126, -1.653)
C (2.313, 4.812, -1.205)
C (1.277, 4.124, -0.592)
C (1.359, 2.751, -0.416)
H (2.614, -3.201, 2.735)
H (3.612, -1.756, 3.002)
H (2.715, -2.465, 4.348)
H (-0.352, 0.135, 5.975)
H (0.576, 0.988, 8.097)
H (3.010, 1.346, 8.327)
H (4.501, 0.939, 6.404)
H (3.578, 0.128, 4.273)
H (-2.603, -0.594, 4.067)
H (-4.339, 1.030, 4.748)
H (-3.908, 3.456, 4.531)
H (-1.720, 4.250, 3.710)
H (0.045, 2.624, 3.115)
H (-1.893, -3.548, 2.290)
H (-2.159, -4.976, 1.273)
H (-0.516, -4.404, 1.569)
H (-4.536, -1.134, 0.494)
H (-6.735, -1.617, 1.518)
H (-7.513, -3.949, 1.747)
H (-6.094, -5.801, 0.929)
H (-3.934, -5.322, -0.148)
H (-4.865, -2.735, -2.217)
H (-6.322, -1.509, -3.773)
H (-5.471, 0.489, -4.965)
H (-3.106, 1.171, -4.674)
H (-1.609, -0.108, -3.141)
H (4.889, -2.678, -0.666)
H (4.892, -2.266, 1.057)
H (3.667, -3.377, 0.400)
H (3.773, 1.798, 1.678)
H (5.699, 2.685, 2.932)
H (7.983, 1.884, 2.420)
H (8.329, 0.212, 0.638)
H (6.410, -0.672, -0.627)
H (4.392, 2.208, -1.823)
H (4.237, 4.659, -2.144)
H (2.250, 5.885, -1.330)
H (0.402, 4.660, -0.245)
H (0.588, 2.218, 0.131)
C (-0.526, 0.743, -6.474)
Ge (0.451, -0.655, -5.468)
C (2.106, -1.027, -6.499)
C (-0.632, -2.306, -5.402)
C (0.970, -0.188, -3.662)
H (-0.493, 0.460, -7.525)
H (-0.051, 1.713, -6.362)
H (-1.565, 0.817, -6.163)
H (1.837, -1.258, -7.529)
H (2.637, -1.880, -6.080)
H (2.768, -0.162, -6.503)
H (-0.811, -2.654, -6.417)
H (-1.589, -2.144, -4.910)
H (-0.090, -3.081, -4.861)
H (2.028, -0.049, -3.425)
Cl (-2.580, 0.853, -0.287)
C (-2.404, 2.163, -1.400)
C (-1.262, 2.096, -2.167)
C (-1.033, 3.071, -3.122)
Cl (0.418, 2.955, -4.050)
C (-1.930, 4.122, -3.294)
Cl (-1.638, 5.324, -4.484)
C (-3.072, 4.180, -2.491)
Cl (-4.184, 5.469, -2.688)
C (-3.323, 3.191, -1.537)
Cl (-4.741, 3.229, -0.576)

Atomic forces in eV per Å
Pd 0.944 0.452 -0.457
C 0.196 -0.038 0.073
N 0.123 -0.303 -0.125
C -0.407 0.103 -0.262
N -0.049 -0.196 0.178
C 0.190 -0.231 -0.068
C -0.245 0.312 -0.047
C 0.092 -0.006 0.119
C 0.079 -0.133 -0.006
C 0.017 0.097 0.015
C 0.023 -0.014 0.028
C 0.039 0.043 -0.021
C -0.088 -0.016 -0.004
C -0.104 0.013 -0.210
C -0.010 -0.007 -0.031
C -0.007 -0.018 -0.014
C -0.019 0.021 0.064
C -0.012 0.088 -0.028
C 0.024 -0.037 0.033
P -0.052 0.445 -0.236
C -0.105 -0.018 0.243
N 0.187 -0.462 0.075
C -0.027 -0.373 0.039
C 0.048 0.252 -0.186
N 0.120 0.088 -0.183
C -0.049 0.038 0.289
C 0.005 -0.184 0.151
C 0.087 -0.076 0.006
C -0.079 0.079 0.021
C 0.071 0.014 -0.037
C -0.040 -0.080 0.026
C -0.050 0.034 -0.111
C -0.017 0.072 -0.199
C 0.170 0.009 0.072
C -0.038 -0.044 -0.007
C -0.006 0.065 -0.045
C 0.005 -0.017 0.048
C 0.172 -0.311 -0.038
C 0.037 0.080 0.072
N 0.690 -0.222 0.500
C 0.281 -0.431 -0.130
C -0.305 0.311 0.025
N -0.068 -0.023 -0.094
C 0.133 -0.181 0.094
C 0.065 -0.016 0.047
C 0.073 -0.095 0.013
C 0.002 0.059 -0.034
C -0.026 -0.002 0.058
C 0.091 -0.005 -0.037
C -0.054 0.053 -0.039
C -0.103 0.058 0.081
C -0.146 -0.082 -0.014
C 0.016 0.013 -0.029
C 0.024 0.036 -0.064
C -0.148 -0.032 -0.014
C 0.222 0.074 0.221
H 0.008 0.007 0.060
H -0.049 -0.006 -0.018
H -0.020 -0.018 -0.023
H -0.014 0.009 0.015
H -0.021 -0.039 0.004
H -0.012 0.032 0.008
H 0.009 -0.023 0.004
H 0.027 0.018 -0.007
H -0.006 0.018 -0.023
H -0.011 0.011 -0.037
H -0.005 0.015 0.000
H 0.016 -0.007 0.040
H -0.012 -0.007 -0.073
H 0.021 0.011 -0.051
H 0.017 0.007 -0.018
H -0.025 -0.031 -0.001
H -0.038 0.023 -0.013
H 0.014 0.021 -0.006
H -0.003 -0.002 0.000
H -0.013 -0.010 -0.030
H 0.010 -0.009 -0.006
H -0.110 0.032 -0.014
H -0.011 0.004 -0.014
H -0.013 -0.024 -0.021
H -0.027 0.000 -0.023
H -1.647 -0.277 -0.811
H -0.026 0.034 0.014
H -0.027 0.011 -0.035
H 0.016 0.021 0.016
H -0.017 -0.018 0.006
H 0.011 0.014 0.003
H 0.028 0.001 -0.018
H 0.003 -0.014 -0.016
H 0.004 -0.031 0.009
H 0.050 0.044 -0.005
H 0.009 0.018 0.012
H -0.013 0.005 -0.023
H 0.013 -0.006 0.023
H -0.060 0.003 -0.085
C 0.133 -0.005 0.469
Ge -0.238 -0.975 -1.658
C -0.306 0.105 0.416
C 0.199 0.181 0.260
C -1.879 2.721 2.359
H 0.051 -0.179 0.021
H -0.011 -0.007 -0.037
H 0.022 -0.033 0.048
H -0.039 -0.001 -0.006
H 0.041 -0.006 -0.005
H 0.031 0.008 -0.007
H 0.057 0.071 -0.068
H 0.022 0.060 -0.008
H -0.008 -0.043 -0.009
H 0.012 -0.378 0.225
Cl 0.267 0.012 0.399
C 0.430 0.110 -0.236
C 0.868 -0.796 -1.109
C 0.162 -0.299 0.336
Cl 0.120 0.343 -0.103
C 0.083 -0.044 0.020
Cl 0.003 0.023 0.010
C -0.069 -0.004 -0.035
Cl -0.046 0.040 0.004
C 0.009 0.076 -0.008
Cl 0.037 -0.073 0.055

Mulliken population analysis, charges in e, atoms 1 to 99: atom 1 (Pd): -1.47, atom 2 (C): -1.22, atom 3 (N): 0.49, atom 4 (C): -0.68, atom 5 (N): 0.75, atom 6 (C): -0.39, atom 7 (C): 0.90, atom 8 (C): 0.25, atom 9 (C): -0.58, atom 10 (C): -0.75, atom 11 (C): -0.51, atom 12 (C): -0.72, atom 13 (C): -0.19, atom 14 (C): -0.18, atom 15 (C): 0.02, atom 16 (C): -0.83, atom 17 (C): -0.51, atom 18 (C): -0.84, atom 19 (C): -0.30, atom 20 (P): -0.88, atom 21 (C): -0.02, atom 22 (N): -0.09, atom 23 (C): -0.17, atom 24 (C): 0.71, atom 25 (N): 0.19, atom 26 (C): -0.88, atom 27 (C): -0.68, atom 28 (C): 0.17, atom 29 (C): -0.89, atom 30 (C): -0.45, atom 31 (C): -0.96, atom 32 (C): -0.06, atom 33 (C): 0.50, atom 34 (C): -0.59, atom 35 (C): -0.80, atom 36 (C): -1.29, atom 37 (C): -0.70, atom 38 (C): 2.20, atom 39 (C): -0.52, atom 40 (N): 1.68, atom 41 (C): -1.58, atom 42 (C): 0.90, atom 43 (N): 0.29, atom 44 (C): -1.08, atom 45 (C): 0.04, atom 46 (C): -0.48, atom 47 (C): -0.99, atom 48 (C): -0.48, atom 49 (C): -0.78, atom 50 (C): -0.14, atom 51 (C): 1.05, atom 52 (C): -0.34, atom 53 (C): -1.10, atom 54 (C): -0.68, atom 55 (C): -0.74, atom 56 (C): -0.31, atom 57 (H): 0.39, atom 58 (H): 0.18, atom 59 (H): 0.50, atom 60 (H): 0.48, atom 61 (H): 0.42, atom 62 (H): 0.40, atom 63 (H): 0.44, atom 64 (H): 0.20, atom 65 (H): 0.51, atom 66 (H): 0.44, atom 67 (H): 0.44, atom 68 (H): 0.44, atom 69 (H): 0.55, atom 70 (H): 0.23, atom 71 (H): 0.52, atom 72 (H): 0.36, atom 73 (H): 0.44, atom 74 (H): 0.46, atom 75 (H): 0.42, atom 76 (H): 0.42, atom 77 (H): 0.60, atom 78 (H): 0.64, atom 79 (H): 0.45, atom 80 (H): 0.45, atom 81 (H): 0.67, atom 82 (H): -0.18, atom 83 (H): 0.32, atom 84 (H): 0.44, atom 85 (H): 0.40, atom 86 (H): 0.69, atom 87 (H): 0.48, atom 88 (H): 0.43, atom 89 (H): 0.44, atom 90 (H): 0.45, atom 91 (H): 0.54, atom 92 (H): 0.46, atom 93 (H): 0.45, atom 94 (H): 0.49, atom 95 (H): 0.49, atom 96 (C): -1.05, atom 97 (Ge): 0.67, atom 98 (C): -1.34, atom 99 (C): -1.00